A molecular structure, C10H16AuN2O2SSi, computed with ωB97M-V with the def2-TZVPD basis set.

Properties
HOMO energy	-4.160	eV
net charge	-1

Positions of all 33 atoms, in Å:
Au 1.371 -1.071 -2.267
N 0.537 -3.449 -2.582
C 1.807 -4.149 -2.656
C 2.809 -3.385 -3.581
O 3.508 -4.068 -4.321
O 2.841 -2.132 -3.478
H -0.059 -3.825 -1.853
H 0.052 -3.496 -3.471
H 1.720 -5.182 -3.025
H 2.245 -4.171 -1.654
C -2.890 2.096 0.040
Si -1.257 2.409 0.981
C -0.160 3.677 0.069
C -1.746 3.222 2.648
C -0.331 0.809 1.351
C -0.109 0.321 2.625
C 0.591 -0.865 2.824
C 1.071 -1.519 1.703
N 0.892 -1.076 0.473
C 0.202 0.052 0.284
S 0.000 0.555 -1.339
H -3.430 3.025 -0.125
H -3.543 1.424 0.591
H -2.684 1.647 -0.925
H -0.678 4.622 -0.077
H 0.124 3.291 -0.902
H 0.752 3.879 0.625
H -2.280 4.149 2.465
H -0.874 3.458 3.249
H -2.394 2.579 3.235
H -0.478 0.870 3.481
H 0.761 -1.254 3.817
H 1.630 -2.444 1.793

A molecular structure, C10H16B2ClIN2O4Tl, computed with ωB97M-V with the def2-TZVPD basis set.

Properties
energy above the lowest of the compared OMol25 structures with the same formula, charge and spin	9.144	eV
HOMO energy	-19.713	eV
net charge	+3

Positions of all 37 atoms, in Å:
C 0.199 2.125 3.476
C 0.404 3.135 2.158
O -0.565 2.781 1.110
B 0.076 2.568 -0.203
O 1.160 3.496 -0.684
C -0.345 1.359 -1.282
Cl 0.567 1.698 -2.903
C -1.949 1.660 -1.639
N -3.192 1.538 -2.008
C -0.077 -0.153 -0.707
C -0.785 -0.415 0.786
N -1.297 -0.520 1.995
B 1.568 -0.274 -0.412
O 2.050 -0.183 1.012
O 2.597 -0.421 -1.460
C 3.642 -1.409 -1.055
C -0.654 -1.335 -1.685
I 0.488 -3.206 -1.656
C -2.228 -1.730 -1.448
C -2.456 -3.103 -0.551
H 0.510 2.695 4.475
H -0.928 1.839 3.607
H 0.891 1.176 3.310
H 1.529 3.023 1.856
H 0.114 4.210 2.556
H 0.732 4.423 -0.732
H 2.140 -1.131 1.374
H 3.202 -2.162 -0.240
H 3.890 -2.103 -1.994
H 4.641 -0.899 -0.717
H -0.584 -0.909 -2.798
H -2.677 -1.983 -2.524
H -2.891 -0.884 -0.987
H -3.581 -3.043 -0.157
H -2.424 -4.090 -1.217
H -1.786 -3.166 0.406
Tl -1.981 -4.608 0.938

A molecular structure, C10H16BBe2BrCl2F7LiN4O6, computed with ωB97M-V with the def2-TZVPD basis set.

Properties
HOMO energy	-12.877	eV
net charge	+2

Positions of all 50 atoms, in Å:
C 0.146 -2.937 -1.839
C -1.447 -2.570 -1.690
Cl -2.356 -3.770 -2.833
C -2.074 -2.833 -0.192
N -1.261 -2.259 0.947
C -0.539 -3.056 2.019
N 0.192 -2.185 3.017
C 0.010 -0.709 2.668
O 0.592 0.436 3.386
N 1.927 0.488 3.215
O 2.384 -0.049 4.217
C -0.931 -0.820 1.330
C -1.445 0.471 0.436
C -0.563 1.837 0.646
C 0.926 1.817 -0.039
F 0.985 2.317 -1.433
F 1.785 2.747 0.786
F 1.615 0.506 -0.013
H 0.369 -4.093 -1.773
H 0.472 -2.577 -2.922
H 0.766 -2.363 -1.004
H -1.691 -1.487 -2.124
H -3.175 -2.373 -0.165
H -2.241 -4.006 -0.044
H -0.546 -4.236 2.018
H 0.775 -2.494 3.833
H -2.540 0.719 0.842
H -1.597 0.160 -0.698
H -0.565 2.153 1.795
H -1.167 2.709 0.098
Br 2.274 -0.780 -1.379
Cl -0.750 1.423 4.877
Li -1.861 -1.605 3.974
Be -0.440 3.361 2.689
C -2.133 3.979 -2.406
O -2.631 4.586 -1.228
H -1.293 3.332 -2.145
H -2.922 3.380 -2.870
H -1.793 4.752 -3.100
H -3.375 5.154 -1.491
B 4.781 -1.091 2.155
F 3.669 -2.011 1.978
F 5.921 -1.556 1.382
F 4.392 0.233 1.698
F 5.141 -1.032 3.562
N 1.612 2.211 -4.670
O 1.583 3.325 -5.218
O 0.728 1.374 -4.918
O 2.525 1.933 -3.875
Be -4.233 -2.509 -3.502

5 unconnected molecules or ions with the total composition C10H16Cl16N2O3P2, computed with ωB97M-V with the def2-TZVPD basis set.

Properties
SMILES string	CCN(CCPP(=N)(O)O)C(C)=O.ClC(Cl)(Cl)Cl.ClC(Cl)(Cl)Cl.ClC(Cl)(Cl)Cl.ClC(Cl)(Cl)Cl
HOMO energy	-9.070	eV

Positions of all 49 atoms, in Å:
C -1.354 -1.899 0.840
C -2.401 -1.424 -0.157
N -2.792 -0.022 0.058
C -2.183 0.953 -0.855
C -0.658 0.909 -0.846
P 0.073 1.867 -2.262
P 1.965 0.825 -2.523
N 2.993 1.654 -3.302
O 2.453 0.196 -1.118
O 1.446 -0.497 -3.279
C -4.211 0.196 0.065
C -5.072 -0.602 -0.899
O -4.694 1.027 0.786
H -1.326 -2.989 0.879
H -0.348 -1.555 0.595
H -1.601 -1.522 1.832
H -3.297 -2.036 -0.036
H -2.067 -1.580 -1.195
H -2.507 1.939 -0.516
H -2.542 0.827 -1.892
H -0.297 1.294 0.112
H -0.305 -0.121 -0.933
H 0.597 2.973 -1.578
H 3.841 1.907 -2.812
H 1.905 0.476 -0.377
H 0.569 -0.418 -3.668
H -5.685 -1.294 -0.321
H -4.505 -1.168 -1.635
H -5.740 0.099 -1.398
Cl 3.063 -3.080 0.008
C 4.802 -2.768 0.087
Cl 5.260 -1.625 -1.171
Cl 5.208 -2.096 1.669
Cl 5.677 -4.287 -0.143
Cl -5.603 -3.034 2.066
C -7.247 -2.382 2.206
Cl -8.067 -2.536 0.644
Cl -8.130 -3.301 3.425
Cl -7.163 -0.687 2.659
Cl 1.813 7.775 0.737
C 1.061 6.707 -0.447
Cl -0.660 6.538 -0.083
Cl 1.261 7.374 -2.065
Cl 1.829 5.113 -0.372
Cl 7.505 -0.640 3.965
C 8.931 -1.545 3.443
Cl 10.376 -0.830 4.160
Cl 8.780 -3.225 3.964
Cl 9.049 -1.483 1.682

A molecular structure, C10H16Cl3NO3Ru, computed with ωB97M-V with the def2-TZVPD basis set.

Properties
expectation value of S²	6.021
energy above the lowest of the compared OMol25 structures with the same formula, charge and spin	0.237	eV
HOMO energy (spin up / spin down)	0.711 / 0.175	eV
2S+1	5
net charge	-2

Positions of all 34 atoms, in Å:
C -0.989 0.839 -0.749
C -1.230 -0.525 -1.077
C 0.060 -1.211 -1.036
C -2.423 -1.160 -1.652
C 1.031 -0.224 -0.731
C 0.386 1.012 -0.529
C 1.059 2.262 -0.102
C -1.957 1.942 -0.686
C 0.280 -2.622 -1.416
C 2.485 -0.469 -0.773
Ru -1.355 -1.604 0.834
Cl -1.804 -3.641 1.166
Cl -3.148 -0.512 1.685
Cl 0.298 -1.157 2.357
H -3.209 -0.402 -1.744
H -2.792 -1.976 -0.988
H -2.159 -1.598 -2.633
H -0.430 -3.303 -0.916
H 1.295 -2.942 -1.142
H 0.184 -2.762 -2.504
H 2.714 -1.463 -0.377
H 2.998 0.270 -0.156
H 2.902 -0.400 -1.788
H 1.990 2.035 0.419
H 0.428 2.772 0.633
H 1.267 2.957 -0.909
H -2.965 1.585 -0.454
H -1.986 2.484 -1.648
H -1.660 2.690 0.076
O 0.975 2.081 3.451
H 0.101 1.728 3.196
O 2.418 0.503 4.314
N 2.235 1.258 3.391
O 3.002 1.553 2.489

A molecular structure, C10H16ClHoIr, computed with ωB97M-V with the def2-TZVPD basis set.

Properties
expectation value of S²	20.017
energy above the lowest of the compared OMol25 structures with the same formula, charge and spin	0.127	eV
HOMO energy (spin up / spin down)	-2.790 / -4.712	eV
2S+1	9
net charge	-1

Positions of all 29 atoms, in Å:
Ir -0.443 -0.030 -3.094
Cl -0.848 0.028 -5.321
C -1.142 -1.624 -2.087
C -0.722 1.646 -2.012
H -1.226 -2.310 -2.950
H -0.527 -2.120 -1.303
H -2.156 -1.404 -1.719
H -0.542 2.338 -2.854
H -0.094 1.997 -1.147
H -1.795 1.676 -1.767
Ho 0.356 -0.027 -0.438
C 1.238 1.648 0.930
C 1.711 -0.596 -2.110
H 2.337 1.664 0.865
H 0.861 2.672 0.813
H 0.966 1.305 1.944
H 2.298 0.153 -2.673
H 1.789 -1.562 -2.638
C -2.639 -2.336 3.153
C -3.172 -1.355 2.311
C -2.348 -0.735 1.339
C -1.032 -1.144 1.255
C -0.466 -2.097 2.074
C -1.295 -2.709 3.043
H -3.278 -2.815 3.900
H -4.222 -1.062 2.398
H -2.755 0.038 0.674
H 0.588 -2.379 1.979
H -0.886 -3.473 3.708

2 unconnected molecules or ions with the total composition C10H16N, computed with ωB97M-V with the def2-TZVPD basis set.

Properties
energy above the lowest of the compared OMol25 structures with the same formula, charge and spin	4.140	eV
HOMO energy	-11.821	eV
net charge	+1

Positions of all 27 atoms, in Å:
C 1.805 -0.269 2.499
C 2.422 -1.384 2.672
C 0.622 1.844 1.646
C 1.100 0.780 2.250
C -0.466 0.528 -3.318
C -1.958 0.500 -2.843
C 0.354 -0.036 -2.070
C -1.899 0.113 -1.399
C 3.169 -1.685 3.959
C -3.090 0.176 -0.548
N -0.681 -0.166 -1.038
H 0.189 1.533 0.712
H 0.079 2.573 2.251
H -0.361 -0.110 -4.213
H -0.242 1.580 -3.741
H -2.659 1.461 -3.007
H -2.671 -0.226 -3.268
H 0.666 -1.001 -2.289
H 1.123 0.666 -1.755
H 2.642 -2.025 1.800
H 2.452 -1.581 4.819
H 3.678 -2.626 3.819
H 3.976 -0.928 4.204
H -3.977 0.030 -1.106
H -3.140 1.202 -0.113
H -2.905 -0.598 0.229
H -0.227 -0.354 -0.151

2 unconnected molecules or ions with the total composition C10H16N2, computed with ωB97M-V with the def2-TZVPD basis set.

Properties
SMILES string	[H]/N=C(/C)N1CC1.C=C1C=CCC1
energy above the lowest of the compared OMol25 structures with the same formula, charge and spin	2.130	eV
HOMO energy	-7.888	eV

Positions of all 28 atoms, in Å:
H -2.373 -1.044 -1.975
N -1.801 -1.428 -1.189
C -2.234 -0.884 -0.090
C -1.647 -1.270 1.244
N -3.167 0.078 -0.018
C -4.022 0.821 0.834
C -4.152 0.886 -0.655
H -2.389 -1.628 1.966
H -0.944 -2.078 0.990
H -1.117 -0.437 1.729
H -4.787 0.284 1.412
H -3.590 1.697 1.343
H -3.833 1.801 -1.181
H -4.989 0.334 -1.115
C 1.147 0.271 -1.479
C 2.299 0.196 -0.807
C 2.971 -1.040 -0.509
C 3.964 -0.869 0.406
C 4.139 0.570 0.728
C 2.991 1.275 -0.036
H 0.749 -0.613 -1.966
H 0.600 1.198 -1.665
H 2.674 -1.982 -0.983
H 4.584 -1.626 0.866
H 4.117 0.767 1.829
H 5.122 0.882 0.360
H 2.298 1.764 0.654
H 3.389 2.074 -0.690

For reference, F_max by record: 1.132; 11.850; 9.302; 0.331; 5.417; 2.918; 3.640; 2.073 eV Å⁻¹.